37
Properties=species:S:1:pos:R:3 method="wB97M-V/def2-TZVPD" orbital_gap_ev="3.3 / 3.3" e_homo_ha="-0.029 / -0.029" charge=-1 e_lumo_ha="0.0937 / 0.0937" e_tot_ha=-2809.74599
Lu -1.46185 1.45682 -1.16141
Cl 0.29318 3.14591 -1.62134
Cl -3.60945 0.44919 -0.52609
C -2.74072 3.23574 -1.39424
H -3.85693 3.19846 -1.55301
H -2.39366 4.25355 -1.72647
C 0.65575 -1.81331 -1.26595
C -0.03642 -0.91660 -1.89982
H 0.19412 -2.38822 -0.45989
C 0.48857 -0.17688 -3.11151
H -1.11839 -0.76056 -1.65596
C 1.76844 -0.81531 -3.69953
H -0.28250 -0.19720 -3.89459
H 0.70025 0.89188 -2.88490
C 2.73824 -1.29028 -2.61951
H 1.47732 -1.66584 -4.33333
H 2.28381 -0.08024 -4.32514
C 2.07282 -2.18386 -1.57038
H 3.55864 -1.83987 -3.08740
H 3.17213 -0.43305 -2.09139
H 2.10352 -3.23023 -1.89634
H 2.67450 -2.17506 -0.65517
N 0.72541 1.68597 2.76575
C 0.48010 1.76535 1.42947
N -0.48833 0.89921 1.06216
C -0.80502 0.14007 2.21610
C -1.71096 -0.89470 2.46126
C -1.87456 -1.34701 3.78493
C -1.15676 -0.77123 4.85109
C -0.25183 0.28122 4.60961
C -0.07110 0.65635 3.29219
H 1.33053 2.28950 3.29841
H 1.02731 2.41648 0.77233
H -2.27440 -1.29396 1.61345
H -2.57700 -2.15454 4.00346
H -1.31413 -1.14181 5.86724
H 0.27938 0.80407 5.40595


42
Properties=species:S:1:pos:R:3 method="wB97M-V/def2-TZVPD" orbital_gap_ev=10.1 e_homo_ha=-0.356 e_lumo_ha=0.0161 e_tot_ha=-4335.28378
N -2.21294 -1.95174 4.02227
C -2.95531 -1.25789 4.89201
C -4.09209 -0.55864 4.51288
C -4.48247 -0.60501 3.18599
C -3.73528 -1.34882 2.28486
C -2.61558 -2.01264 2.76006
H -2.57322 -1.16925 5.90067
H -4.56874 0.01427 5.29871
H -5.29434 0.00581 2.81007
H -3.97358 -1.36457 1.22981
H -2.03780 -2.65945 2.11129
N 3.32906 3.10532 -3.80324
C 3.90757 2.70133 -2.67508
C 3.20743 2.30294 -1.53876
C 1.82937 2.39282 -1.57777
C 1.21433 2.81342 -2.73855
C 1.99707 3.13952 -3.84032
H 4.98856 2.67358 -2.78116
H 3.76830 1.98825 -0.67049
H 1.24692 2.15003 -0.69701
H 0.14085 2.83908 -2.88077
H 1.45239 3.46454 -4.71961
C 0.18297 -1.02615 -0.67193
Cl -0.76558 0.34977 -0.06215
Cl 0.05778 -2.42604 0.42007
H -0.25654 -1.31886 -1.61556
H 1.21314 -0.70825 -0.75833
C -3.47756 -2.20698 -2.96346
Cl -2.11118 -3.16649 -2.38800
Cl -3.46071 -0.57189 -2.21731
H -3.42036 -2.06835 -4.03579
H -4.42883 -2.64948 -2.69632
C 0.06203 1.18284 3.40893
Cl 1.49364 1.22701 4.43067
Cl -0.23242 2.72564 2.60815
H 0.20730 0.41589 2.65470
H -0.80077 0.91368 4.00901
C 5.56616 -1.39169 -2.21530
Cl 5.57086 -2.87554 -3.15323
Cl 4.00007 -1.11736 -1.45349
H 6.34773 -1.37170 -1.46562
H 5.71179 -0.57893 -2.92088


35
Properties=species:S:1:pos:R:3 method="wB97M-V/def2-TZVPD" orbital_gap_ev="6.1 / 6.3" e_homo_ha="-0.133 / -0.140" charge=-1 multiplicity=11 e_lumo_ha="0.0920 / 0.0929" e_tot_ha=-2331.41827
Nd -0.40583 2.06450 -2.42659
Cl -0.17159 3.06370 -0.03577
C -2.81779 2.31369 -2.67620
C 1.56744 2.87276 -3.56409
H -3.17486 2.57617 -3.67899
H -3.31581 1.37589 -2.36055
H -3.13354 3.10571 -1.97162
H 1.42871 3.13302 -4.62240
H 2.36333 2.11159 -3.49953
H 1.92579 3.76927 -3.03043
Gd 0.08735 -0.37744 0.32093
C 2.21902 -0.86460 1.00713
C 0.05698 -0.58410 -1.93813
H 2.78279 -1.40144 0.23392
H 2.75317 0.07090 1.24232
H 2.18184 -1.48636 1.91358
H 0.80100 -0.65567 -2.76261
H -0.71313 -1.30160 -2.33045
C -2.31081 -2.73061 4.67236
C -1.97759 -1.46868 4.13502
C -1.61479 -1.34328 2.79555
C -1.51503 -2.51217 1.96724
C -1.02353 -2.47502 0.64990
C -0.86801 -3.58064 -0.13711
C -1.20457 -4.85283 0.40792
C -1.68285 -4.95645 1.69953
C -1.83251 -3.81001 2.52904
C -2.25034 -3.86875 3.87510
H -2.61945 -2.81009 5.71421
H -2.02339 -0.58224 4.77024
H -1.44196 -0.32624 2.37932
H -0.48330 -3.50385 -1.15671
H -1.09124 -5.74295 -0.21117
H -1.93103 -5.92805 2.13093
H -2.50887 -4.85046 4.28817


43
Properties=species:S:1:pos:R:3 method="wB97M-V/def2-TZVPD" orbital_gap_ev=4.5 e_homo_ha=0.005 charge=-2 e_lumo_ha=0.1713 e_tot_ha=-2070.69342
Pd 1.36178 1.11880 0.22205
N -0.35764 3.30021 4.27345
C 0.22040 2.49513 3.25934
N 0.08590 2.99643 2.02274
O 0.77903 1.45104 3.56960
H -0.40084 4.27985 4.03411
H 0.08469 3.12903 5.16202
H -0.57631 3.72676 1.79809
H 0.39911 2.43792 1.18814
N -0.86008 0.60717 0.22457
S -0.14569 -0.24518 -0.91141
C 0.91488 -1.52033 -0.22666
C 2.13587 -1.80448 -0.84253
C 2.87393 -2.90185 -0.44316
C 2.40370 -3.73701 0.57271
C 1.18393 -3.46079 1.17182
C 0.43175 -2.36434 0.76314
C -1.53904 -1.50513 -1.38864
C -2.82542 -0.97720 -1.46022
C -3.86210 -1.69429 -2.04854
C -3.62096 -2.95519 -2.58123
C -2.33357 -3.47814 -2.54233
C -1.29755 -2.75215 -1.96422
H -1.21087 0.05065 1.00109
H 2.48875 -1.13943 -1.62070
H 3.82158 -3.12027 -0.92203
H 2.98520 -4.59682 0.88488
H 0.79998 -4.11654 1.94512
H -0.53681 -2.16903 1.20838
H -2.99238 0.01262 -1.04479
H -4.86286 -1.27772 -2.08494
H -4.42508 -3.52275 -3.03676
H -2.13877 -4.46437 -2.95166
H -0.29556 -3.16941 -1.94056
C 3.34979 1.59637 -0.32259
H 3.42700 1.86156 -1.38365
H 4.12123 0.84511 -0.10350
H 3.60043 2.49935 0.25252
O -1.38025 5.17513 -1.96477
Cl -0.63020 4.90485 -0.75201
O -1.56898 4.75175 0.35613
O 0.23901 6.03293 -0.46551
O 0.15306 3.69975 -0.90751